A molecular structure, C32H41N2O3PdS3, computed with ωB97M-V with the def2-TZVPD basis set.

Geometry (Å):
Pd -0.1859 0.5664 -0.6585
S 2.7332 3.6775 -2.6002
S -2.8731 0.4474 -0.1651
S 0.3028 2.7706 -0.9777
O -2.2017 0.9524 -1.4660
O 0.1112 0.4685 1.7682
O -0.2758 -1.4647 -0.7375
N 2.6177 1.4098 -1.3363
N 1.9121 0.5246 -0.4774
C 0.5116 -1.2646 3.3131
C 2.7635 4.9801 -1.3287
C 2.0500 -0.8933 1.4715
C -2.8912 -2.8942 -2.8646
C -4.6227 0.5228 -0.5523
C 4.3636 3.7767 1.8814
C -1.6893 -2.8424 1.2460
C -0.7377 -1.8972 -3.6487
C 5.6977 4.1008 1.6809
C 1.2446 -2.3502 3.7160
C 0.5496 -2.7198 -3.5293
C 1.9152 2.4412 -1.5939
C -2.9951 3.1824 0.3746
C -0.4018 -0.4132 -3.7114
C -1.6969 -2.2649 -2.5239
C -3.3473 -3.4027 -0.5790
C -2.7730 1.8152 1.0036
C -1.3702 -2.1089 -1.1518
C -2.1796 -2.7555 -0.1886
C 2.6380 -0.0801 0.4022
C 3.7971 4.7108 -0.2725
C -5.4884 -0.1409 0.5069
C 5.1402 5.0172 -0.4732
C 3.4179 4.0818 0.9096
C 2.3899 -2.7551 3.0102
C -3.7407 -3.4396 -1.9095
C 2.7818 -1.9998 1.9268
C -2.6939 -2.3674 2.2949
C -1.2593 -4.2767 1.5632
C 0.8359 -0.5021 2.1410
C 6.0850 4.7194 0.4965
C 4.1407 0.0867 0.4120
H 4.4452 0.9970 -0.0913
H 2.9380 5.9157 -1.8601
H -1.7666 1.7102 1.4195
H -2.2662 -2.4683 3.2956
H -4.6739 -0.0139 -1.5028
H 0.3677 -0.2049 -4.4600
H 3.6816 -2.2828 1.3902
H -1.2791 0.1997 -3.9217
H -1.2305 -2.1837 -4.5849
H -0.3702 -0.9502 3.8605
H -4.8807 1.5664 -0.7358
H -2.4879 3.2423 -0.5893
H 4.4944 0.0880 1.4409
H 4.6099 -0.7539 -0.1068
H -4.0514 3.4084 0.2210
H -3.6165 -2.9581 2.2648
H -5.2340 -1.1957 0.6056
H -2.9550 -1.3191 2.1551
H -0.0322 -0.1556 -2.7262
H -3.9534 -3.9010 0.1730
H 1.2192 -2.5027 -4.3662
H 2.9529 -3.6287 3.3107
H -2.5741 3.9523 1.0216
H -0.7912 -4.3249 2.5503
H 7.1272 4.9606 0.3264
H 6.4341 3.8715 2.4409
H -3.4892 1.5784 1.7943
H -4.6543 -3.9415 -2.2051
H 5.4462 5.4801 -1.4053
H 1.0615 -2.4731 -2.5973
H -6.5388 -0.0665 0.2238
H 2.3768 3.8127 1.0577
H -5.3741 0.3282 1.4858
H 1.7687 5.0088 -0.8865
H -2.1171 -4.9578 1.5532
H 0.9336 -2.9062 4.5953
H -0.8056 -2.2123 1.3081
H -3.1410 -2.9894 -3.9170
H 0.3316 -3.7904 -3.5295
H -0.5360 -4.6341 0.8276
H 4.0548 3.2758 2.7905

For the energy above the lowest of the compared OMol25 structures with the same formula, charge and spin, the calculation gives 1.281 eV. The net charge is -1. The HOMO energy is -3.98 eV. For the frontier orbital gap, the calculation gives 0.234 Eh.


8 unconnected molecules or ions with the total composition C32H42BO22, computed with ωB97M-V with the def2-TZVPD basis set.

Geometry (Å):
O 0.1653 -3.6352 -0.8963
O -6.7516 5.8301 2.0005
O 6.5802 -2.0659 -4.3811
O -0.4718 0.4423 0.9535
O 1.5326 4.2705 0.4768
O 2.0587 -1.7776 -2.1754
O -1.7613 0.2693 -0.9007
O 0.6710 -0.0800 -1.1928
O -4.0169 -3.2658 3.8004
O -0.6647 -1.7111 -0.0662
O -3.0972 2.0662 -0.6820
O -1.5689 2.1989 1.8700
O 4.7485 -8.6206 -2.7311
O 3.1100 -7.1337 -2.2940
O 7.0174 -2.0677 -2.2801
O -7.7118 3.3426 -2.5977
O 4.2862 -1.5326 2.7010
O -7.4389 4.5650 -0.7672
O -2.0743 -3.3695 4.8956
O 3.2981 3.0686 1.1248
O -4.9919 4.3376 1.7309
O 4.9231 0.5889 2.0568
C -5.5759 5.6011 1.9416
C 1.2559 3.4638 -1.6866
C 1.0866 -1.3959 -1.4815
C -3.5689 4.3177 1.9845
C 0.6173 4.3520 -0.5763
C -7.0492 3.7460 -1.5449
C -5.7389 3.1086 -1.4303
C 2.5633 3.4210 0.2084
C 6.5987 -1.6666 -1.0113
C 3.1442 -2.3543 2.5262
C 4.1317 -0.3435 2.1099
C -4.5500 -3.0072 2.4442
C -1.4130 1.3828 1.0119
C 5.0037 -1.0509 -2.7003
C -5.9116 1.9997 -2.4529
C 0.1601 -2.3846 -0.7727
C -2.7154 -3.0532 3.9244
C -3.2083 5.7411 2.2945
C 2.7197 -0.2162 1.7003
C -2.1807 1.3151 -0.2957
C 6.2438 -1.7448 -3.2860
C 5.0954 -1.2233 -1.1730
C 5.1799 -6.5823 -1.2932
C 2.5433 2.7978 -1.1813
C 4.3202 -5.3673 -1.4029
C -3.4639 -2.1963 1.7414
C -2.2283 -2.3544 2.6728
C -4.4434 6.5492 2.2478
C -7.1394 2.2959 -3.2669
C 4.4010 -7.5915 -2.1375
C 2.0244 -1.3744 2.4088
C 2.8902 -5.9009 -1.5654
B -0.5625 -0.2540 -0.3189
H -4.7999 -3.9333 1.9266
H 4.5457 -2.1004 -0.8313
H -4.6108 6.9462 3.2490
H -6.8506 2.5378 -4.2897
H -4.4150 7.3473 1.5059
H 0.4439 5.3989 -0.8255
H -2.8497 5.7714 3.3234
H -4.9344 3.8126 -1.6432
H -7.8293 1.4548 -3.3348
H 1.4857 4.1366 -2.5128
H -3.3854 3.6715 2.8430
H 7.3566 -0.9159 -0.7876
H -3.0295 4.0609 1.0729
H 4.1277 -1.5078 -3.1607
H 4.7874 -0.3113 -0.6616
H -1.3881 -2.8816 2.2211
H -2.4421 6.2635 1.7217
H -3.8795 -1.1934 1.8395
H 4.2847 -4.9880 -0.3816
H 0.5177 2.7392 -2.0302
H 5.3233 -6.7812 -0.2311
H -1.9426 -1.4115 3.1392
H 2.3743 -6.1738 -0.6448
H 2.3794 0.8009 1.8948
H 4.9267 0.0230 -2.8706
H -5.0591 1.9221 -3.1276
H 4.7294 -4.6580 -2.1223
H -3.4116 -2.4488 0.6823
H 2.9372 -3.0259 3.3594
H 2.1510 -5.3148 -2.1114
H 2.5530 1.7083 -1.1524
H -5.4172 -2.3551 2.5481
H 3.3259 -2.9769 1.6501
H 6.7298 -2.5897 -0.4467
H 6.0461 -6.4336 -1.9380
H 1.0955 -1.7679 1.9958
H 3.4564 3.1146 -1.6854
H 2.8428 -0.3908 0.6315
H -0.3056 3.9509 -0.1574
H 1.6115 -1.1000 3.3795
H -5.5155 2.7843 -0.4139
H -6.0376 1.0640 -1.9082

For the energy above the lowest of the compared OMol25 structures with the same formula, charge and spin, the calculation gives 3.076 eV. The net charge is -1. The HOMO energy is -8.01 eV. For the frontier orbital gap, the calculation gives 0.355 Eh.


A molecular structure, C32H42F5N6NdO2S3SiTe, computed with ωB97M-V with the def2-TZVPD basis set.

Geometry (Å):
Nd 0.7116 -0.0698 0.6990
Te 1.8664 2.9228 0.5436
S -0.6034 2.7315 -0.9308
S -2.0252 -3.8779 0.2516
S -1.9997 -0.9464 -0.0336
Si -3.1381 4.9932 -0.3818
F 3.6503 3.1942 1.0492
F 1.9141 4.6327 -0.2710
F 1.5082 4.0034 2.1590
F 2.6175 2.4865 -1.2023
F 2.7501 0.5775 0.6919
O 1.1498 -2.1128 1.4895
O 0.0912 1.2998 -0.9458
N 0.0108 -2.6633 -0.8223
N -0.8114 2.0892 1.6476
N -1.1850 -0.0592 -2.9832
N 0.9648 0.0538 3.2391
N -1.3911 0.6419 -5.6145
N 0.7616 -1.6011 -1.3316
C -0.1567 -8.1212 -2.3893
C 2.1699 0.7877 5.1637
C -0.5101 -0.4774 -5.2884
C -0.6988 -5.0861 0.5944
C -1.1529 2.3706 2.9098
C -3.2496 4.2152 -2.0857
C 2.7013 -2.6356 -0.2469
C -0.9775 -1.1201 -3.9885
C -2.4677 4.2255 2.2351
C -0.5146 -6.1400 -0.4565
C -1.1435 -2.4516 -0.2920
C -1.0296 -7.4165 -0.2671
C 1.5650 0.0128 7.4867
C 2.8601 -3.6731 1.9400
C -4.8949 5.0989 0.2814
C -2.3584 6.6928 -0.4704
C 0.3629 -6.8488 -2.5853
C 4.4989 -4.1897 0.2569
C 3.8718 -3.3179 -0.6025
C -2.1874 3.9548 0.8993
C 1.3620 0.0317 6.0031
C 0.1935 -0.6928 4.0376
C 2.0560 -1.7136 -1.1920
C 0.3534 -0.7243 5.4080
C -0.8545 -8.4029 -1.2263
C 0.1859 -5.8648 -1.6282
C -1.9415 3.4450 3.2542
C 1.9394 0.7707 3.7968
C 3.9780 -4.3627 1.5366
C -1.2926 2.8962 0.6895
C 2.8875 -0.8194 -2.0678
C 2.1920 -2.7876 1.0730
H -2.2665 0.3132 -6.0054
H 0.5871 -4.8709 -1.7704
H -2.3148 4.2497 -2.6377
H 5.3800 -4.7311 -0.0556
H 0.2086 -4.5053 0.7436
H -3.5700 3.1758 -2.0249
H -3.9994 4.7663 -2.6556
H 2.2650 0.7837 7.8004
H 0.5016 -0.0894 -5.1536
H -0.7643 1.7096 3.6713
H 1.9601 -0.9540 7.8017
H 2.4604 -3.7824 2.9391
H -4.9597 5.6233 1.2328
H -0.9824 -5.5442 1.5421
H -3.1141 5.0540 2.4910
H -0.9704 1.2589 -6.2964
H -1.6220 0.7433 -3.4498
H 0.9147 -6.6252 -3.4892
H -2.1485 3.6542 4.2927
H -1.2600 -9.3923 -1.0617
H 3.8755 -0.6568 -1.6428
H -1.9223 -1.6482 -4.1257
H -0.4695 -1.2481 -6.0667
H 2.9717 1.3935 5.5603
H -1.3604 6.6462 -0.9051
H -0.3045 -1.3370 6.0094
H 2.5562 1.3662 3.1309
H -0.2423 -1.8154 -3.5893
H -2.2638 7.1346 0.5216
H 4.4670 -5.0400 2.2258
H 0.6205 0.1651 8.0089
H 4.2680 -3.1818 -1.6017
H -1.5734 -7.6415 0.6419
H -0.0135 -8.8893 -3.1373
H -1.7317 -0.3776 -2.1365
H -2.9635 7.3637 -1.0800
H -0.5827 -1.2772 3.5531
H -5.5313 5.6306 -0.4248
H 2.4129 0.1567 -2.1873
H -0.3053 0.2658 -2.5353
H 2.9924 -1.2774 -3.0544
H -5.3111 4.1012 0.4231

For the energy above the lowest of the compared OMol25 structures with the same formula, charge and spin, the calculation gives 0.000 eV. As for the multiplicity: 4. The HOMO energy (spin up / spin down) is -7.59 / -7.61 eV. For the frontier orbital gap (spin up / spin down), the calculation gives 0.283 / 0.285 Eh.


A molecular structure, C32H42F9N2O30S3, computed with ωB97M-V with the def2-TZVPD basis set.

Geometry (Å):
S -2.3504 -0.3966 -0.0333
S 3.5148 2.0163 0.1303
S 5.3064 1.0006 -1.6889
F -1.1452 -0.0454 -2.3867
F -1.4596 -0.7540 1.2220
F -0.5284 2.1759 -1.2206
F 0.2035 1.1887 0.6200
F -3.6458 -0.5619 0.8899
F -0.0764 -1.3111 -0.9733
F -2.3436 1.1491 0.3559
F -3.3258 -0.0508 -1.2547
F -2.4553 -1.9348 -0.4268
O 4.6167 -1.6911 6.3353
O -5.7213 -2.5731 8.8413
O 3.3766 3.2309 0.9052
O -3.8787 3.2804 3.4715
O 5.1038 0.1343 5.1619
O 4.0746 0.7915 -9.7847
O 4.9463 2.7909 -10.2084
O -9.7131 -5.1643 9.0889
O 7.5074 -2.0245 -1.1850
O -11.9329 -5.2930 9.4566
O 4.1797 0.2149 -2.1417
O -5.8974 -1.3007 6.9923
O -3.5468 5.3593 2.7537
O -7.1588 0.5973 3.7641
O 6.7901 -1.9595 -6.4175
O -9.3496 0.8207 4.2138
O -11.0328 -3.4820 8.4633
O -6.8553 -0.6292 8.8845
O 4.9892 -1.4712 0.1957
O 6.2781 1.1246 -9.4916
O 1.9062 2.4255 -6.5957
O 6.7174 -0.8761 6.3672
O 4.6202 -2.4349 -6.0654
O -8.6582 -0.0870 2.2700
O 3.2053 0.7966 0.8461
O 5.4583 -2.3614 -8.1473
O 2.0353 0.4805 -5.4602
O 0.6802 0.6450 -7.2214
O -5.5035 4.8179 3.7309
O 6.0715 1.6474 -2.7178
N 6.4299 -0.0566 -0.9266
N 4.9683 2.0468 -0.5484
C -6.1139 -1.5934 8.2925
C 7.6605 -2.0749 -7.5511
C 5.5362 -2.2700 -6.8064
C -7.3876 -0.1539 1.6081
C -2.2731 4.7058 2.6549
C 5.8336 -0.6643 0.2842
C 3.3637 -1.1739 5.8761
C -6.4205 -0.1343 2.7745
C 5.5932 -0.8137 5.9900
C -4.4170 4.5180 3.3558
C -10.9869 -4.7065 9.0447
C 6.9658 -1.1122 -1.7415
C 3.7872 -0.2537 4.7482
C -0.7739 -0.1711 -1.0908
C 1.2398 -0.7135 -5.4570
C -9.6916 -3.0051 8.3101
C 6.8837 -1.0189 -3.2308
C 0.7086 -0.7431 -6.8740
C -6.9535 0.4821 7.9802
C 2.9575 1.6720 -9.9663
C -2.6647 3.2430 2.7060
C 0.1046 1.0649 -0.7291
C -6.7204 -0.1766 6.6358
C 5.2038 1.5304 -9.8070
C -8.4776 0.4799 3.4813
C 6.6888 -1.8677 -8.7007
C 3.5968 2.8460 -10.6840
C 6.3854 -0.1990 1.5905
C -8.8956 -4.2931 8.3001
C 1.5764 1.2955 -6.4307
C 2.3353 2.1501 -1.2398
C 1.4720 0.9025 -1.3700
H 2.9365 2.2268 -2.1449
H 1.3853 -1.2636 -7.5544
H 1.8500 -1.5767 -5.2156
H -7.2800 0.7179 0.9617
H -1.7706 4.9869 1.7341
H 3.1539 0.6217 4.6374
H 3.6031 2.7205 -11.7683
H -9.4396 -2.3689 9.1601
H 2.7160 -1.9844 5.5536
H -6.1775 1.2063 8.2307
H 2.1798 1.1806 -10.5441
H -2.8858 2.8380 1.7226
H 3.1487 3.8033 -10.4348
H -7.3217 -1.0560 1.0068
H 7.0164 0.6752 1.4690
H 7.2270 -1.9605 -3.6584
H 2.5627 1.9445 -8.9862
H 1.7809 3.0803 -1.1474
H 7.5545 -0.2296 -3.5706
H 6.9419 -2.4279 -9.5979
H 6.5642 -0.8070 -8.9366
H -7.6437 -0.5437 6.1872
H 1.2881 0.6474 -2.4182
H -0.2851 -1.1760 -6.9560
H 5.8829 -0.8170 -3.5983
H -9.5899 -2.4352 7.3896
H 1.9786 0.0360 -0.9463
H -7.9270 0.9561 8.0654
H -6.2099 -1.1336 3.1604
H 0.4489 -0.6112 -4.7108
H -6.2110 0.4637 5.9285
H 2.8866 -0.6353 6.6975
H -1.6577 5.0049 3.5043
H -5.4840 0.3679 2.5507
H 8.4333 -1.3124 -7.5067
H -7.9070 -4.1911 8.7407
H 8.1266 -3.0624 -7.5435
H 6.9510 -1.0357 2.0068
H -1.9265 2.6140 3.1959
H 3.8561 -0.7658 3.7874
H -8.7994 -4.7155 7.2981
H 5.5259 -0.0096 2.2319

The net charge is -1. The HOMO energy is -6.94 eV. For the frontier orbital gap, the calculation gives 0.302 Eh.


A molecular structure, C32H43AuIN5O4S4, computed with ωB97M-V with the def2-TZVPD basis set.

Geometry (Å):
Au -0.5684 0.0158 0.5558
I -0.3680 -5.7775 -0.8380
S -0.5165 -0.7579 -1.8259
S -1.9321 -2.3574 4.3694
S -4.3361 1.2081 3.1189
S -4.5996 -2.3954 0.4474
O 1.0822 -2.5657 0.0673
O -2.4548 -0.6702 0.7526
O -0.9162 2.9494 0.4392
O 4.3237 1.9820 -2.5256
N 4.8400 -0.1735 -2.0557
N -2.1641 1.2241 -2.6267
N 0.0327 1.4007 -3.2467
N 1.3440 0.8043 0.5471
N 2.2375 -4.1535 1.1844
C -4.1431 -1.7189 1.9701
C -6.0914 -2.8516 2.5088
C -2.9099 0.2698 2.9442
C 1.5620 -3.6900 0.1136
C 3.4264 1.1740 -0.5391
C -2.0999 -2.1041 2.6673
C -0.1724 2.5752 -4.0809
C -1.1783 -3.8605 4.1070
C 4.2657 1.0128 -1.7836
C -1.5781 -3.1750 1.9450
C -2.8581 -0.9405 2.0492
C -0.3458 4.0585 -0.2533
C -2.2973 3.2804 0.6185
C -5.9725 -3.1046 1.1488
C 1.4303 -4.6458 -1.0474
C -2.2099 2.0645 4.2395
C 2.8261 2.4673 1.3804
C 1.6336 1.7713 1.4292
C 2.2449 0.4769 -0.3884
C 3.7144 2.1998 0.3530
C -3.5231 2.3766 4.0642
C -0.9396 5.2779 0.4363
C 5.5840 -0.2760 -3.3185
C -5.0494 -2.0690 2.9826
C 4.9434 -1.2836 -1.1143
C -0.9309 0.7462 -2.6074
C 4.2738 -2.5462 -1.6337
C -1.8572 0.8461 3.5980
C -1.0461 -4.1693 2.7714
C -2.3612 4.8061 0.7954
C -3.3321 0.5829 -2.0277
C 4.6718 -0.4506 -4.5221
H -2.6295 5.0824 1.8132
H -3.4441 0.8676 -0.9830
H 6.1852 0.6258 -3.4315
H 0.7878 2.8857 -4.4806
H 6.0024 -1.4738 -0.9213
H -4.9331 -1.7475 4.0074
H -6.9102 -3.2172 3.1095
H -0.8683 0.4051 3.6403
H -0.9322 6.1645 -0.1946
H -0.8422 2.3502 -4.9132
H 4.0599 -1.3491 -4.4285
H 6.2644 -1.1216 -3.2199
H -0.8450 -4.4483 4.9490
H -3.2123 -0.4956 -2.0767
H -2.6559 2.7186 1.4765
H 1.9709 -0.3389 -1.0440
H 2.3196 -3.5677 1.9985
H -4.2096 0.8805 -2.5961
H 3.2047 -2.3829 -1.7842
H 2.2446 -5.3612 -1.1141
H 3.0237 3.2381 2.1114
H -0.5779 3.4044 -3.4980
H -0.5898 -5.0785 2.4098
H -0.3671 5.5011 1.3363
H -4.0637 3.2218 4.4592
H 4.6185 2.7816 0.2273
H 5.2646 -0.5378 -5.4322
H 4.0203 0.4160 -4.6297
H 4.7075 -2.8633 -2.5822
H -3.1059 5.2412 0.1308
H -2.8616 2.9668 -0.2675
H -2.3160 2.1110 -3.0835
H -0.6342 4.0218 -1.3133
H -6.6650 -3.6670 0.5402
H 2.6077 -5.0872 1.2178
H 1.3373 -4.0824 -1.9689
H 4.4112 -3.3595 -0.9193
H 0.7389 3.9864 -0.1871
H 0.9505 0.9877 -3.2029
H 0.8683 2.0096 2.1539
H -1.5278 2.6652 4.8227
H -1.5841 -3.2046 0.8643
H 4.5027 -0.9828 -0.1655

For the energy above the lowest of the compared OMol25 structures with the same formula, charge and spin, the calculation gives 0.013 eV. As for the multiplicity: 3. The net charge is +2. The HOMO energy (spin up / spin down) is -13.30 / -13.65 eV. For the frontier orbital gap (spin up / spin down), the calculation gives 0.311 / 0.206 Eh.